The following is a DFT calculation (wB97M-V/def2-TZVPD) of a molecular structure, C5H5OPS in a non-equilibrium geometry.

Values from the calculation:
Orbital gap ... 0.305 Ha
Energy ... -27432.9253 eV
Multiplicity ... 1
Molar mass ... 144.14 g mol⁻¹

Geometry as XYZ:
```
13
Properties=species:S:1:pos:R:3:forces:R:3:nbo_charge:R:1
C -0.8839 2.4662 0.2668 0.2 0.9 0.7 -0.174
C -0.5596 1.3174 0.1766 1.1 1.4 -0.2 -0.087
C -0.9879 -0.2154 -1.5307 0.1 0.5 -1.7 -0.602
C -0.2102 0.0061 -0.2555 -0.2 -3.0 -0.4 0.081
C 1.7398 -1.1409 0.8495 -1.0 1.9 -0.2 -0.244
O 1.1594 -0.4766 -0.3024 -1.7 0.5 -0.7 -0.529
P -2.4999 -0.8333 -1.2273 1.2 -0.2 0.8 0.630
S -1.5020 -1.0218 0.6781 -0.4 -0.7 0.9 -0.118
H -1.0607 3.5035 0.4879 -0.1 -0.5 -0.2 0.241
H -0.6679 0.1312 -2.5063 0.3 0.2 0.1 0.227
H 0.9270 -1.1507 1.5593 0.2 -0.3 0.9 0.181
H 2.0284 -2.1766 0.6510 0.3 0.4 -0.3 0.197
H 2.5174 -0.4091 1.1530 -0.1 -1.2 0.2 0.197
```
Positions in Å, forces in eV/Å.